The following is a DFT calculation (ωB97M-V with the def2-TZVPD basis set) of an isolated ion of composition C8H11N2 and charge +1 at a distorted geometry.

The geometry in XYZ format:
```
21
C8H11N2 | the Open Molecules 2025 dataset | ωB97M-V with the def2-TZVPD basis set
C -3.474 0.009 0.850
C -2.274 0.093 0.629
C -0.612 -0.128 0.238
C -0.073 -1.281 -0.205
C -0.888 -2.566 -0.320
N 1.224 -1.440 -0.458
C 2.061 -0.651 0.022
C 1.710 0.605 0.840
N 0.271 0.986 0.397
C 0.413 1.792 -0.846
H -4.430 0.059 1.372
H -0.200 -3.303 -0.792
H -1.783 -2.303 -0.909
H -1.208 -2.961 0.586
H 3.110 -0.823 -0.307
H 1.814 0.345 1.835
H 2.465 1.408 0.639
H -0.220 1.692 0.929
H 1.037 1.182 -1.531
H -0.618 1.995 -1.288
H 0.776 2.822 -0.736
```

**E_LUMO**: -4.349 eV
**Orbital gap**: 9.03 eV
**SMILES**: C#CC1=C(C)N=CC[N@H+]1C
**Spin multiplicity**: 1
**Charge**: +1
**Relative energy (zero: lowest compared OMol25 entry of this formula, charge and spin)**: 478.8 kJ/mol
**E**: -11442.8667 eV